# 1
19
Properties=species:S:1:pos:R:3:lowdin_charge:R:1 method="wB97M-V/def2-TZVPD" spin_multiplicity=1 lumo_energy_ev=0.717 homo_lumo_gap_ev=9.06
C 3.29395 0.75969 -0.01508 -0.1497
C 2.66650 -0.47785 -0.03437 -0.0764
C 1.28027 1.11815 0.06573 -0.2174
C -0.78244 1.91187 0.11791 -0.2475
C -1.54888 0.66450 0.26125 -0.1843
C -0.85828 -0.44098 -0.62957 -0.1658
C 0.21492 -1.12579 0.27612 -0.0969
N 2.35544 1.79607 -0.10281 0.0823
N -0.92539 3.08025 -0.05504 0.1399
N 1.32421 -0.19486 0.06285 -0.1163
H 4.34714 1.11783 -0.03136 0.1007
H 2.88613 -1.53830 -0.09854 0.1077
H -1.48135 0.52683 1.38000 0.1347
H -2.59981 0.64707 -0.20891 0.1310
H -1.67964 -1.16064 -1.04635 0.1298
H -0.37302 -0.00372 -1.55687 0.1359
H 0.02548 -1.07400 1.27364 0.0899
H 0.36046 -2.05793 -0.14399 0.0989
H -1.91270 3.43137 -0.16732 0.1035



# 2
59
Properties=species:S:1:pos:R:3:lowdin_charge:R:1 method="wB97M-V/def2-TZVPD" spin_multiplicity=1 lumo_energy_ev=-7.502 charge=+2 homo_lumo_gap_ev=6.71
Os -0.80579 0.35302 0.25663 1.2345
Cl -4.35408 -2.11855 5.84723 0.7688
C -3.64065 -1.83801 4.32394 -0.6887
C -3.10068 -0.59008 4.03329 -0.6934
Cl -3.13656 0.70468 5.14735 0.7670
C -2.51358 -0.41627 2.79077 -0.5433
Cl -1.76943 1.09752 2.33364 0.8140
C -2.43490 -1.39782 1.83041 -0.4159
O -1.87058 -1.16937 0.61071 -0.3280
C -2.96926 -2.64706 2.12701 -0.5989
Cl -2.84915 -3.88972 0.95659 0.7939
C -3.56491 -2.86526 3.37047 -0.6745
Cl -4.19834 -4.40457 3.73107 0.7742
C -0.75863 0.84209 -3.25387 -0.1748
Si -0.30363 -0.64916 -2.23675 0.5409
C -1.58264 -1.98204 -2.24076 -0.1814
C 1.32403 -1.32512 -2.84247 -0.1619
C 0.85527 -0.14839 -0.17383 -0.5008
Si 1.95979 -1.61159 0.60690 0.4763
C 3.69413 -1.47198 -0.02645 -0.1528
C 1.08532 -3.19890 0.21885 -0.1492
C 1.84632 -1.23915 2.42978 -0.1476
Si 1.64245 1.70872 -0.29392 0.5402
C 2.80145 1.76094 -1.73373 -0.1309
C 2.41140 2.13631 1.32897 -0.1431
C 0.15374 2.82098 -0.65790 -0.3043
C 0.21836 4.10734 -1.16018 -0.0158
C -0.95496 4.81796 -1.39432 0.0076
C -2.17492 4.21883 -1.12958 0.0038
C -2.19714 2.92613 -0.63890 -0.0957
N -1.05766 2.26575 -0.41454 -0.1864
H -0.84846 0.49529 -4.28840 0.0612
H -0.00022 1.62632 -3.24829 0.0276
H -1.71832 1.27737 -2.97436 0.0348
H -1.64498 -2.34998 -3.26976 0.0614
H -2.56596 -1.62376 -1.93927 0.0425
H -1.31585 -2.82213 -1.59957 0.0206
H 1.12871 -1.60866 -3.88300 0.0691
H 1.64950 -2.22768 -2.33043 0.0211
H 2.14198 -0.61033 -2.85695 0.0246
H 3.78026 -1.59952 -1.10550 0.0405
H 4.28510 -2.26352 0.44328 0.0607
H 4.15627 -0.52541 0.25793 0.0355
H 1.19978 -3.54631 -0.80658 0.0385
H 0.01995 -3.14586 0.45161 0.0092
H 1.52006 -3.96644 0.86624 0.0620
H 2.53778 -0.46122 2.75278 0.0382
H 2.11596 -2.15277 2.96762 0.0592
H 0.83945 -0.96402 2.75020 0.0271
H 3.59562 1.02012 -1.64362 0.0461
H 3.27329 2.74895 -1.70653 0.0649
H 2.31212 1.65206 -2.69929 0.0406
H 3.28814 1.52004 1.53010 0.0445
H 1.71118 2.02728 2.15792 0.0470
H 2.74721 3.17628 1.29973 0.0610
H 1.18118 4.55576 -1.36931 0.1282
H -0.91297 5.82749 -1.78073 0.1343
H -3.10877 4.73581 -1.29817 0.1328
H -3.12279 2.40764 -0.42403 0.1327